18
Properties=species:S:1:pos:R:3:lowdin_charge:R:1 method="wB97M-V/def2-TZVPD" charge=+2 e_lumo_ev="-7.92 / -11.67" multiplicity=3 relative_energy_kj_mol=0.00 e_tot_ha=-865.88590 s2=2.030
S 3.01521 0.21127 0.31199 1.091
N -0.48910 1.58352 -0.59727 0.160
N 1.71822 -0.66030 -0.00716 -0.377
N 0.40597 -2.51974 0.01258 0.194
N -1.69239 0.73874 0.97515 0.232
N -1.62740 -1.56128 0.28836 0.243
C -1.27461 -0.29643 0.22153 -0.285
C -0.43230 0.22921 -0.74109 0.019
C 1.28274 -1.75951 0.46710 -0.303
C -0.89081 -2.54578 -0.13090 -0.077
C -1.13042 1.89654 0.55061 0.072
H 3.56230 0.40174 -0.90174 -0.045
H -0.07336 2.28272 -1.22894 0.211
H -1.22955 -3.44125 -0.50421 0.140
H -1.15900 2.95642 0.80438 0.191
H -0.19087 -0.49238 -1.56165 0.189
H 1.99987 -2.16862 1.19235 0.164
H -2.32403 0.82602 1.71344 0.180